# 1
C2H5N3S | the ωB97M-V functional and the def2-TZVPD basis

## Properties
total charge: 0
E_tot: -17455.75015 eV

Last column: Löwdin charge in e.
Geometry (Å):
C1 -0.372 -1.265 -0.288  -0.31
C2 0.549 0.907 -0.003  0.03
N1 -1.498 -0.900 -0.877  -0.13
N2 -1.598 -1.042 -2.056  -0.31
N3 0.462 -1.989 -1.175  -0.28
S1 -0.222 -1.762 -2.718  0.89
H1 -0.461 -1.419 0.767  0.10
H2 0.305 1.187 1.003  -0.01
H3 -0.002 1.277 -0.853  -0.01
H4 1.627 0.680 -0.242  0.02
H5 1.406 -1.982 -1.163  0.02

Cartesian forces (eV/Å) of the 6 atoms listed first:
2.98 1.26 1.09
0.90 -2.20 -1.16
-2.02 1.36 3.83
-0.82 -0.38 -4.61
-4.23 -0.42 0.04
0.72 -0.33 -0.75

***

# 2
C2H5N3S2 | the ωB97M-V functional and the def2-TZVPD basis

## Properties
structure (SMILES): [H]/N=C/NC(=S)NS
total charge: 0
E_tot: -28295.15647 eV

Last column: Löwdin charge in e.
Geometry (Å):
H1 2.790 -1.645 0.200  0.07
N1 1.830 -1.713 -0.198  0.10
C1 1.007 -0.918 0.280  -0.35
N2 -0.257 -0.853 -0.302  -0.01
C2 -1.234 0.046 0.048  -0.95
S1 -2.852 -0.355 -0.136  0.60
N3 -0.733 1.248 0.578  -0.41
S2 0.497 2.150 -0.252  0.76
H2 1.116 -0.256 1.095  0.09
H3 -0.477 -1.712 -0.857  0.16
H4 -1.463 1.784 0.960  0.04
H5 -0.223 2.222 -1.417  -0.11

Cartesian forces (eV/Å) of the 6 atoms listed first:
-1.24 -0.15 -0.01
2.19 -0.89 -0.47
-0.84 0.45 -0.59
-0.42 -0.93 -0.32
-0.09 -0.79 -0.17
1.10 0.78 0.26

***

# 3
C2H5N3S2 | the ωB97M-V functional and the def2-TZVPD basis

## Properties
total charge: 0
E_tot: -28292.64208 eV

Last column: Löwdin charge in e.
Geometry (Å):
C1 -1.642 -1.127 -0.020  -0.23
C2 -1.978 0.354 0.434  -0.30
N1 -0.689 -1.266 -0.839  -0.19
N2 -0.945 1.146 -0.161  -0.41
N3 3.116 0.626 -0.235  -0.47
S1 1.989 -0.405 0.673  0.41
S2 0.170 0.303 -0.834  0.81
H1 -2.315 -1.955 0.200  0.11
H2 -3.107 0.570 0.043  0.16
H3 -2.022 0.611 1.503  0.10
H4 3.862 0.976 0.319  -0.02
H5 3.560 0.167 -1.083  0.04

Cartesian forces (eV/Å) of the 6 atoms listed first:
-0.95 1.50 0.16
-1.39 -0.71 -0.64
0.97 0.11 0.54
0.33 0.30 -1.00
-0.59 -1.46 -1.64
0.07 0.90 -1.89

***

# 4
C2H5N3S2 | the ωB97M-V functional and the def2-TZVPD basis

## Properties
total charge: 0
E_tot: -28292.66456 eV

Last column: Löwdin charge in e.
Geometry (Å):
C1 1.643 0.403 0.043  -0.20
C2 1.668 -1.049 0.553  -0.28
N1 0.548 0.743 -0.503  -0.23
N2 0.555 -1.660 -0.160  -0.41
N3 -3.136 -0.837 -0.376  -0.49
S1 -2.040 0.092 0.616  0.47
S2 -0.429 -0.637 -0.741  0.74
H1 2.302 1.162 0.290  0.09
H2 2.706 -1.459 0.574  0.11
H3 1.318 -1.245 1.666  0.14
H4 -3.809 -1.551 0.076  0.06
H5 -3.808 -0.117 -0.711  0.00

Cartesian forces (eV/Å) of the 6 atoms listed first:
-2.61 -1.77 1.17
-1.04 -0.12 1.84
0.46 1.23 -1.07
1.06 -1.46 -0.88
-2.69 0.18 0.48
-0.09 -0.89 -0.35

***

- Look up the total charge of the second one.
  0

***

Copy entry 3 word for word.
C2H5N3S2 | the ωB97M-V functional and the def2-TZVPD basis

## Properties
total charge: 0
E_tot: -28292.64208 eV

Last column: Löwdin charge in e.
Geometry (Å):
C1 -1.642 -1.127 -0.020  -0.23
C2 -1.978 0.354 0.434  -0.30
N1 -0.689 -1.266 -0.839  -0.19
N2 -0.945 1.146 -0.161  -0.41
N3 3.116 0.626 -0.235  -0.47
S1 1.989 -0.405 0.673  0.41
S2 0.170 0.303 -0.834  0.81
H1 -2.315 -1.955 0.200  0.11
H2 -3.107 0.570 0.043  0.16
H3 -2.022 0.611 1.503  0.10
H4 3.862 0.976 0.319  -0.02
H5 3.560 0.167 -1.083  0.04

Cartesian forces (eV/Å) of the 6 atoms listed first:
-0.95 1.50 0.16
-1.39 -0.71 -0.64
0.97 0.11 0.54
0.33 0.30 -1.00
-0.59 -1.46 -1.64
0.07 0.90 -1.89

***

- Which value of total charge does entry 3 give?
  0